ORCA calculation (ωB97M-V/def2-TZVPD) on C19H10ClN4O2PdSe as an isolated structure.

CARTESIAN COORDINATES (ANGSTROEM)
Pd: 0.004 0.030 -0.029
Cl: 5.839 4.317 0.029
C: 4.642 3.065 0.018
C: 5.059 1.716 0.029
C: 4.153 0.697 0.021
C: 2.759 0.953 0.003
O: 1.963 -0.075 -0.003
C: 2.345 2.312 -0.008
C: 0.996 2.727 -0.027
O: -0.042 2.022 -0.037
C: 3.316 3.356 0.000
H: 6.118 1.496 0.043
H: 4.479 -0.334 0.030
H: 0.818 3.806 -0.033
H: 2.984 4.386 -0.008
Se: -5.321 -5.354 0.032
N: -5.389 -3.577 0.025
C: -4.155 -3.148 0.015
C: -3.798 -1.729 0.008
C: -4.725 -0.683 0.013
C: -4.266 0.616 0.006
C: -2.893 0.863 -0.005
N: -2.013 -0.129 -0.010
C: -2.452 -1.406 -0.004
C: -1.414 -2.432 -0.010
N: -0.143 -1.978 -0.022
C: 0.865 -2.839 -0.027
C: 0.636 -4.216 -0.020
C: -0.656 -4.693 -0.009
C: -1.718 -3.782 -0.003
C: -3.131 -4.159 0.009
N: -3.543 -5.398 0.015
H: -5.783 -0.910 0.023
H: -4.950 1.452 0.010
H: -2.482 1.863 -0.011
H: 1.854 -2.402 -0.036
H: 1.481 -4.888 -0.025
H: -0.868 -5.754 -0.004

As for the charge: +1. As for the HOMO energy: -11.020 eV. The calculation puts the orbital gap at 7.1 eV. Its energy above the lowest of the compared OMol25 structures with the same formula, charge and spin is 0.0 kcal/mol.